110
Properties=species:S:1:pos:R:3 method="wB97M-V/def2-TZVPD" spin_multiplicity=3 homo_lumo_gap_ev="8.054 / 7.864" lumo_ev="0.083 / -0.605" relative_energy_kcal_mol=0.0 mol_weight_g_mol=984.771 s2=2.012 total_charge=0
C 2.9484 0.7701 -2.0788
H 3.1154 4.8314 -4.0871
H -3.7876 -4.5917 4.6927
N 2.4786 -3.1607 -2.8215
C -3.8978 0.8250 0.3859
C 5.8308 3.0540 -3.0307
H -0.8744 -1.4444 -5.6465
H 5.6077 4.9676 -3.9826
N 4.7317 -3.9621 -2.1957
C 3.1076 2.8988 -3.1459
N 1.6280 0.9571 -2.4577
H 2.2699 1.9474 3.0050
C 5.0943 4.0983 -3.5895
H -1.1587 1.9170 4.9070
O -2.3544 -2.6740 3.5648
N -1.4369 0.4483 -5.0288
H -2.9824 -0.5250 5.0587
H 0.3384 -0.6205 -4.6430
H -2.1698 3.1980 2.1010
H -1.4944 1.9978 -6.4532
C 5.2017 1.9366 -2.5007
H -3.7276 1.1256 -5.4860
H 4.3523 1.7949 1.7588
H 1.2762 -3.8344 0.4205
O 3.3671 -0.1657 -1.4293
C 0.0586 2.2318 0.6814
N 0.7893 -1.5096 -2.3082
O 0.5107 3.0296 1.4596
C 0.1775 -2.1117 2.8525
H 6.9125 3.1204 -3.0083
H -2.7976 4.4193 -4.1352
H 5.1903 -2.4524 1.5150
H -4.8756 0.3842 0.2264
H -2.8106 -5.2688 3.3763
H -5.6402 -2.7986 2.7647
H -1.1288 -1.2939 -3.9082
C 3.8240 1.8734 -2.5685
C -1.6669 1.3219 -4.0308
C -3.7234 2.1283 -5.0694
O 1.0065 2.2647 -4.5650
O 1.4895 0.1231 2.6179
C -2.3902 2.3805 1.4255
C -1.3932 1.8326 0.6700
H 5.0176 -3.9466 0.5699
H -1.5710 1.9619 -2.2571
C -2.1236 1.4415 5.1074
C -3.6744 1.8670 1.2830
C 3.6820 -3.5445 -2.4692
H 0.5559 -1.9943 3.8670
H -5.4949 1.9975 1.8022
C -2.8278 0.3178 -0.2959
O 0.9691 -1.0060 0.3555
H 2.7464 0.4547 4.9213
H -1.9943 0.4004 -7.0644
H 2.0784 -4.5478 1.8508
S 1.4088 2.4280 -3.1879
P -1.5480 -1.5974 2.7091
C 3.5949 1.0253 1.6042
N -1.6015 0.8186 -0.1695
C -2.0176 -0.0485 4.8827
H -4.9561 -2.3235 4.3413
C -1.3066 0.9317 -6.4035
C -3.5615 -3.2887 2.9955
C 2.2375 -4.1307 0.8508
H 5.7631 1.1242 -2.0562
H 0.0131 -0.2666 5.5755
C 3.4115 0.4541 4.0543
H 3.7647 -0.5645 3.8814
C 4.5734 -3.3406 1.3601
H -0.2830 0.7578 -6.7407
H 3.2215 -2.4110 -0.0140
C -0.9747 -0.6915 5.7825
C 3.1829 -2.9424 0.9338
O 0.7169 1.5752 -0.2367
C 2.6932 0.9656 2.8223
H -3.8662 2.8542 -5.8725
N -2.4750 2.3870 -4.3605
C -4.7587 -2.3959 3.2677
H -4.5678 2.2099 -4.3757
O -3.9167 -1.3988 -1.5161
H -2.8654 1.8816 4.4373
C -2.8734 -0.8559 -1.2457
H 4.5417 -3.9162 2.2898
H 4.0916 0.0678 1.4358
O 0.6059 3.3405 -2.4127
H -4.5630 -1.3978 2.8687
H -1.5427 3.7673 -3.0891
Mo -0.0487 0.0644 -1.3772
O -1.9852 -1.5054 1.3152
N -1.2105 1.1960 -2.8033
C -2.5203 3.5670 -3.5159
H -1.2270 -0.4961 6.8256
O -1.6969 -0.2167 3.4717
H -2.4139 1.6414 6.1400
C -3.6886 -4.6635 3.6063
C 3.7081 4.0335 -3.6542
H -4.5727 -5.1589 3.2019
C -0.7286 -0.7985 -4.7818
H -3.2694 3.4728 -2.7161
H 4.2679 1.0944 4.2729
C 1.6612 -2.2733 -2.4834
H 0.1991 -3.1595 2.5464
P 1.3426 -1.1895 1.7788
H -0.9456 -1.7721 5.6308
O -4.6494 2.3938 2.0354
O 2.6960 -1.9781 1.9509
H -3.4275 -3.3632 1.9185
O -1.6907 -1.1498 -1.6960
H 3.0216 1.2796 0.7186
H 2.6761 -4.9028 0.2190